Below is a 12-piece molecular cluster, C64H68F8N4 overall in a non-equilibrium geometry, with properties calculated with ωB97M-V/def2-TZVPD.

Calculated values
E = -3497.30151 hartree
HOMO = -9.1 eV
SMILES string = Fc1ccccc1.Fc1ccccc1.Fc1ccccc1.Fc1ccccc1.Fc1ccccc1.Fc1ccccc1.Fc1ccccc1.Fc1ccccc1.CCCC#N.CCCC#N.CCCC#N.CCCC#N
Orbital gap = 9.088 eV

Each line ends with the Löwdin charge.
Cartesian coordinates (Å):
C: -11.90624 -3.89684 6.58617  -0.1186
C: -10.50992 -3.86299 5.95639  -0.2520
C: -10.39312 -2.64186 5.00966  -0.1953
C: -9.16208 -2.60690 4.19830  -0.2280
N: -8.17960 -2.63143 3.56980  0.1248
H: -12.08436 -3.03522 7.22957  0.0735
H: -11.99678 -4.76172 7.24335  0.0691
H: -12.69261 -4.02760 5.84279  0.0746
H: -10.37205 -4.83629 5.48545  0.1092
H: -9.72336 -3.75447 6.70314  0.1086
H: -10.34779 -1.73385 5.61096  0.1180
H: -11.23896 -2.60597 4.32311  0.1162
C: 0.19125 1.46725 -0.85309  -0.1109
C: 0.08008 0.07860 -0.23016  -0.2630
C: -1.28530 -0.56870 -0.41830  -0.2010
C: -1.69141 -0.57525 -1.83502  -0.2299
N: -2.02962 -0.52292 -2.95214  0.1375
H: 1.19045 1.87767 -0.70726  0.0710
H: -0.45820 2.20640 -0.38409  0.0780
H: -0.00557 1.36717 -1.92049  0.0664
H: 0.21153 0.22784 0.84155  0.1064
H: 0.82536 -0.58797 -0.66413  0.1119
H: -2.07265 -0.08615 0.16076  0.1194
H: -1.31833 -1.59164 -0.04335  0.1143
C: 7.56431 -0.83608 -0.85099  -0.1039
C: 7.12432 -1.91958 0.16436  -0.2406
C: 8.24557 -2.94819 0.46197  -0.1874
C: 9.50756 -2.42690 1.09901  -0.2286
N: 10.46601 -2.01635 1.53454  0.1346
H: 6.87373 -0.00011 -0.96211  0.0632
H: 7.64938 -1.18065 -1.88158  0.0709
H: 8.44903 -0.29525 -0.51500  0.0705
H: 6.23613 -2.47562 -0.13571  0.1015
H: 6.84743 -1.48073 1.12291  0.1034
H: 8.50029 -3.55621 -0.40609  0.1117
H: 7.85594 -3.66493 1.18486  0.1047
C: 3.75391 -1.73114 -6.36624  -0.0979
C: 4.96571 -2.66960 -6.67970  -0.2555
C: 5.74285 -2.22742 -7.91048  -0.1898
C: 6.46571 -0.94820 -7.79535  -0.2416
N: 7.08111 0.00718 -7.72591  0.1404
H: 3.25126 -1.89488 -5.41302  0.0693
H: 2.98479 -1.81050 -7.13452  0.0737
H: 4.19187 -0.73399 -6.32180  0.0633
H: 4.43470 -3.61526 -6.78863  0.0983
H: 5.58093 -2.90444 -5.81112  0.1045
H: 5.00074 -2.00443 -8.67706  0.1169
H: 6.45680 -2.95211 -8.30189  0.1183
F: 1.39279 -7.18168 -1.16953  0.0413
C: 2.58114 -7.81295 -1.38016  -0.2441
C: 3.61901 -7.84341 -0.44465  -0.0277
C: 4.81297 -8.48628 -0.73458  -0.0937
C: 5.01597 -9.12623 -1.95845  -0.0898
C: 3.95192 -9.10634 -2.86312  -0.1022
C: 2.70249 -8.55327 -2.59791  -0.0046
H: 3.45353 -7.40003 0.52613  0.1114
H: 5.69066 -8.47481 -0.10537  0.1014
H: 5.94685 -9.59927 -2.23431  0.0994
H: 4.10886 -9.44941 -3.87509  0.0990
H: 1.93235 -8.60863 -3.35305  0.1095
F: 8.12222 5.25541 5.08367  0.0286
C: 6.78176 4.92542 5.02646  -0.2584
C: 5.83159 5.93120 4.91034  -0.0207
C: 4.44061 5.65454 4.78840  -0.0649
C: 4.12576 4.28763 4.72794  -0.0990
C: 5.07616 3.22093 4.76279  -0.0615
C: 6.41438 3.59447 4.90510  -0.0326
H: 6.12852 6.96932 4.88778  0.1083
H: 3.72738 6.46518 4.81259  0.1003
H: 3.08012 4.08185 4.55271  0.0878
H: 4.79767 2.18276 4.65767  0.0984
H: 7.21360 2.86855 4.87929  0.1137
F: -3.83192 -11.70895 -1.91274  0.0885
C: -4.33642 -11.14711 -0.83728  -0.3172
C: -4.69622 -11.87970 0.27643  -0.0213
C: -5.18664 -11.25846 1.41580  -0.1017
C: -5.23551 -9.90420 1.43755  -0.1135
C: -4.86484 -9.09018 0.33895  -0.0517
C: -4.48754 -9.76334 -0.83590  -0.0134
H: -4.59411 -12.95470 0.25809  0.1135
H: -5.33055 -11.85432 2.30498  0.1079
H: -5.51937 -9.43584 2.36838  0.0971
H: -4.83135 -8.01189 0.38970  0.1003
H: -4.16832 -9.24625 -1.72871  0.1114
F: 7.57141 8.41004 -0.81057  0.0494
C: 8.35752 7.70652 -1.64362  -0.2868
C: 7.86620 6.55141 -2.24572  -0.0065
C: 8.68303 5.94106 -3.24681  -0.0694
C: 9.98938 6.41371 -3.43365  -0.1043
C: 10.48036 7.51238 -2.71989  -0.0867
C: 9.66464 8.19949 -1.83153  -0.0108
H: 6.88952 6.15788 -2.00565  0.1076
H: 8.27874 5.11332 -3.81056  0.0979
H: 10.52712 5.92722 -4.23400  0.0960
H: 11.46685 7.82850 -3.02539  0.1007
H: 9.90357 9.08501 -1.26130  0.1130
F: -4.78414 5.51817 4.17749  0.0488
C: -6.12533 5.34801 4.20109  -0.2634
C: -6.59931 4.38783 3.31110  -0.0266
C: -7.94920 4.16904 3.21189  -0.0998
C: -8.83908 4.84562 4.04024  -0.0889
C: -8.35746 5.79645 4.98087  -0.0759
C: -6.99487 6.06052 5.04161  -0.0191
H: -5.95382 3.81156 2.66485  0.1161
H: -8.35891 3.37538 2.60473  0.1047
H: -9.88404 4.58149 3.97175  0.0942
H: -9.11960 6.34738 5.51190  0.0990
H: -6.60410 6.83690 5.68264  0.1108
F: 2.89932 -4.29536 5.84735  0.0748
C: 1.77805 -4.65329 6.46537  -0.2826
C: 0.58248 -4.71357 5.73800  -0.0318
C: -0.67690 -5.08281 6.24848  -0.0762
C: -0.71393 -5.51344 7.56950  -0.0940
C: 0.50538 -5.63340 8.27322  -0.0891
C: 1.74090 -5.25618 7.74410  -0.0114
H: 0.67221 -4.31445 4.73848  0.1064
H: -1.49856 -4.85907 5.58423  0.1014
H: -1.62803 -5.69697 8.11462  0.0964
H: 0.38769 -6.09192 9.24395  0.0980
H: 2.64034 -5.38308 8.32830  0.1080
F: -0.19833 11.99925 -4.95158  0.0530
C: -0.42497 11.18032 -3.89784  -0.2832
C: 0.53406 10.99874 -2.92638  -0.0286
C: 0.31558 10.20754 -1.78079  -0.0549
C: -0.92663 9.53572 -1.71333  -0.1033
C: -1.88468 9.77587 -2.65799  -0.1043
C: -1.67711 10.59518 -3.76537  -0.0077
H: 1.38034 11.66901 -2.89532  0.1122
H: 1.10918 10.13230 -1.05212  0.0998
H: -1.12084 8.84305 -0.90779  0.0980
H: -2.86000 9.37164 -2.43047  0.1044
H: -2.44768 10.67492 -4.51788  0.1145
F: -7.73354 4.02313 -4.43234  0.0956
C: -7.77517 3.95074 -5.73471  -0.3213
C: -7.64939 2.71601 -6.40080  -0.0113
C: -7.59160 2.62205 -7.81019  -0.0816
C: -7.58942 3.81428 -8.54738  -0.0949
C: -7.88996 5.03070 -7.87614  -0.0754
C: -8.01144 5.11173 -6.47362  -0.0133
H: -7.44085 1.85175 -5.78764  0.1068
H: -7.33297 1.71634 -8.33861  0.0985
H: -7.52539 3.66483 -9.61507  0.0927
H: -8.12927 5.88175 -8.49650  0.0941
H: -8.05365 6.05003 -5.94049  0.1102